Record 1
This record from the OMol25 dataset describes C3H3Cl2FOS in the gas phase. The level of theory is ωB97M-V/def2-TZVPD.

Output
SMILES: CC(=O)SC(F)(Cl)Cl
ΔE to the lowest compared entry with this formula, charge and spin (kcal per mole): 11.2
HOMO (eV): -10.19
E (eV): -43803.88573

```
! wB97M-V def2-TZVPD RIJCOSX def2/J DEFGRID3
* xyz 0 1
C -0.26293 -0.06261 -0.68684
C 0.18601 -0.57803 -2.00131
C 0.00281 0.45607 2.09810
O -1.33076 0.44059 -0.47071
F -1.14876 -0.21589 2.07597
S 0.94960 -0.26630 0.49623
Cl 0.92990 0.17376 3.53294
Cl -0.36283 2.19939 2.03542
H -0.53206 -0.30164 -2.83169
H 0.31240 -1.68494 -1.99278
H 1.25661 -0.16039 -2.25533
*
```

Record 2
This record from the OMol25 dataset describes a gas-phase ion, C3H3Cl2N2 (charge +1). The level of theory is ωB97M-V/def2-TZVPD.

Output
ΔE to the lowest compared entry with this formula, charge and spin (kcal per mole): 120.5
HOMO (eV): -14.13
E (eV): -31172.36324

```
! wB97M-V def2-TZVPD RIJCOSX def2/J DEFGRID3
* xyz 1 1
C 1.17873 0.45284 -0.03560
C 0.39611 -0.77787 0.01308
C -1.70767 0.34913 -0.36148
N -0.93341 -0.81127 -0.12864
N 1.12652 1.53937 0.56959
Cl 1.18582 -2.21891 0.25191
Cl -3.22814 0.20401 0.22463
H 1.90299 0.42199 -1.03275
H -1.38921 -1.66302 0.01761
H 1.46826 2.50373 0.48165
*
```

Record 3
This record from the OMol25 dataset describes C3H3Cl2NS in the gas phase. The level of theory is ωB97M-V/def2-TZVPD.

Output
SMILES: S=C[C@@H](Cl)/N=C\Cl
ΔE to the lowest compared entry with this formula, charge and spin (kcal per mole): 34.5
HOMO (eV): -9.46
E (eV): -40527.51924

```
! wB97M-V def2-TZVPD RIJCOSX def2/J DEFGRID3
* xyz 0 1
C -0.53381 -0.24339 0.52004
C -1.41143 -0.05664 -0.55406
C 1.60511 0.78109 0.04183
N 0.48085 0.72423 0.52265
S -3.08811 -0.05537 -0.55434
Cl 0.12035 -1.96040 0.49976
Cl 2.43702 -0.61336 -0.68090
H -0.93817 -0.03807 1.64006
H -0.86271 -0.20130 -1.45009
H 2.19091 1.66321 0.01505
*
```

Record 4
This record from the OMol25 dataset describes C3H3Cl2NS in the gas phase. The level of theory is ωB97M-V/def2-TZVPD.

Output
ΔE to the lowest compared entry with this formula, charge and spin (kcal per mole): 63.2
HOMO (alpha / beta) (eV): -9.29 / -9.30
E (eV): -40526.27427

```
! wB97M-V def2-TZVPD RIJCOSX def2/J DEFGRID3
* xyz 0 1
C -0.22222 -0.41173 -0.81479
C -1.48027 -0.21971 -0.47288
C 0.91817 0.00035 0.20875
N 0.36372 0.15325 1.38769
S -2.03392 0.18439 1.07056
Cl 1.78949 1.46336 -0.47730
Cl 2.29927 -1.35967 0.40616
H 0.12318 -0.50607 -1.75281
H -2.25816 -0.45766 -1.18687
H 0.50075 1.15347 1.63147
*
```

Record 5
This record from the OMol25 dataset describes 2 unconnected molecules or ions with the total composition C3H3Cl3F2N3. The level of theory is ωB97M-V/def2-TZVPD.

Output
ΔE to the lowest compared entry with this formula, charge and spin (kcal per mole): 40.7
HOMO (alpha / beta) (eV): -13.12 / -12.64
E (eV): -50619.49359

```
! wB97M-V def2-TZVPD RIJCOSX def2/J DEFGRID3
* xyz 1 1
C -0.31374 1.02800 -0.48703
C 0.27266 -0.86730 0.67335
C 1.05100 -0.67925 -1.44482
N -0.67641 0.16504 0.50905
N 0.68414 -1.58185 -0.47438
N 0.48533 0.55912 -1.43479
F 1.51814 -1.09998 -2.50561
F 1.46129 -2.64550 -0.20921
Cl -0.71078 2.64223 -0.61936
Cl 1.75140 -0.30944 1.68655
Cl 3.63394 0.10212 -0.82313
H -0.06545 -1.75840 1.34205
H -1.42749 0.26659 1.10270
H 0.95840 1.13411 -2.16221
*
```

Record 6
This record from the OMol25 dataset describes C3H3Cl3N4O2 in the gas phase. The level of theory is ωB97M-V/def2-TZVPD.

Output
<S²>: 2.0290
HOMO (alpha / beta) (eV): -8.18 / -10.55
E (eV): -50772.65427

```
! wB97M-V def2-TZVPD RIJCOSX def2/J DEFGRID3
* xyz 0 3
C -1.96932 -0.25422 -0.29335
C 0.79179 1.04265 0.65543
C 1.72413 1.00940 -0.48988
N -1.58196 1.04609 0.15483
N -0.45989 1.17705 0.61912
N -0.86072 -1.02550 -0.58012
N -0.35464 -1.77374 0.31049
O -0.69776 -1.75523 1.50181
O 0.44320 -2.60501 -0.04212
Cl 0.90212 0.87685 -2.09224
Cl 2.87188 2.48104 -0.46596
Cl 2.76859 -0.39289 -0.17636
H -2.53994 -0.76715 0.53483
H -2.37617 -0.18419 -1.30071
H 1.33869 1.12487 1.66425
*
```

Record 7
This record from the OMol25 dataset describes C3H3Cl3S in the gas phase. The level of theory is ωB97M-V/def2-TZVPD.

Output
ΔE to the lowest compared entry with this formula, charge and spin (kcal per mole): 49.5
HOMO (alpha / beta) (eV): -8.82 / -8.51
E (eV): -51558.88557

```
! wB97M-V def2-TZVPD RIJCOSX def2/J DEFGRID3
* xyz 0 1
C 0.27932 0.64375 0.55687
C -1.82728 -0.01048 -0.06252
C 1.38029 0.08885 -0.29150
S -1.08176 1.51705 -0.07364
Cl -2.84735 -0.70295 1.07841
Cl -1.44903 -1.10662 -1.42364
Cl 2.06086 -1.45883 0.45926
H 0.22785 0.68120 1.59500
H 2.29727 0.67251 -0.58724
H 0.95984 -0.32449 -1.25099
*
```

Record 8
This record from the OMol25 dataset describes C3H3ClF2 in the gas phase. The level of theory is ωB97M-V/def2-TZVPD.

Output
SMILES: FC/C=C(/F)Cl
ΔE to the lowest compared entry with this formula, charge and spin (kcal per mole): 33.5
HOMO (eV): -10.26
E (eV): -21115.10518

```
! wB97M-V def2-TZVPD RIJCOSX def2/J DEFGRID3
* xyz 0 1
C 0.75472 -0.02603 0.15341
C 0.30039 -0.49500 1.28507
C -0.34666 0.38792 -1.09165
F 0.92932 -0.86325 2.39619
F -0.62023 1.68279 -0.87446
Cl -1.49427 -0.73926 1.45375
H 1.76069 -0.02946 -0.10365
H -1.30227 -0.27665 -1.09828
H 0.01831 0.35892 -2.12039
*
```

Record 9
This record from the OMol25 dataset describes C3H3ClF2 in the gas phase. The level of theory is ωB97M-V/def2-TZVPD.

Output
SMILES: FC/C=C(/F)Cl
ΔE to the lowest compared entry with this formula, charge and spin (kcal per mole): 41.5
HOMO (eV): -9.92
E (eV): -21114.75668

```
! wB97M-V def2-TZVPD RIJCOSX def2/J DEFGRID3
* xyz 0 1
C -0.50479 -0.29463 -0.29736
C -1.21348 0.48877 0.49591
C 1.25340 -0.26965 -0.29493
F -2.55817 0.40074 0.29180
F 1.77254 -0.93537 0.78006
Cl -0.74536 1.71444 1.50826
H -0.80126 -1.05167 -0.90563
H 1.40755 0.73074 -0.23545
H 1.38956 -0.78337 -1.34265
*
```

Record 10
This record from the OMol25 dataset describes 2 unconnected molecules or ions with the total composition C3H3ClN2OS. The level of theory is ωB97M-V/def2-TZVPD.

Output
<S²>: 2.0128
ΔE to the lowest compared entry with this formula, charge and spin (kcal per mole): 55.0
HOMO (alpha / beta) (eV): -6.37 / -8.95
E (eV): -31539.34348

```
! wB97M-V def2-TZVPD RIJCOSX def2/J DEFGRID3
* xyz 0 3
C -1.14150 -2.00136 1.34670
C -1.25314 1.46067 -0.87813
C 1.17491 0.94074 -0.68240
N 0.02373 -2.21336 1.38423
N -0.02865 1.59160 -0.87590
O -2.37965 1.80794 -0.90025
S 1.37775 -2.91957 1.36072
Cl -2.38074 -1.00427 1.17485
H 1.19155 -0.03326 -1.21601
H 1.93784 1.49140 -1.14902
H 1.47791 0.87946 0.43519
*
```

Record 11
This record from the OMol25 dataset describes 2 unconnected molecules or ions with the total composition C3H3ClNO4. The level of theory is ωB97M-V/def2-TZVPD.

Output
ΔE to the lowest compared entry with this formula, charge and spin (kcal per mole): 0.0
HOMO (eV): -3.87
E (eV): -25361.72282

```
! wB97M-V def2-TZVPD RIJCOSX def2/J DEFGRID3
* xyz -1 1
C 2.94045 1.23623 -4.28276
C -0.13867 0.27409 0.68703
C -0.00718 -0.04770 -0.68161
N 1.03663 0.40005 -1.40965
O 2.37083 2.20393 -4.50918
O 3.60365 0.31091 -4.15594
O 1.05636 0.17442 -2.64477
O 2.00527 0.96376 -0.85666
Cl -1.19043 1.94878 1.01325
H -0.75067 -0.38833 1.28424
H 0.79287 0.57109 1.15422
H -0.81350 -0.47531 -1.25493
*
```

Record 12
This record from the OMol25 dataset describes C3H3ClO2 in the gas phase. The level of theory is ωB97M-V/def2-TZVPD.

Output
SMILES: CC(=O)C(=O)Cl
ΔE to the lowest compared entry with this formula, charge and spin (kcal per mole): 14.7
HOMO (eV): -9.79
E (eV): -19776.05296

```
! wB97M-V def2-TZVPD RIJCOSX def2/J DEFGRID3
* xyz 0 1
C -1.50416 0.69697 0.19679
C -2.70476 -0.48575 -0.12082
C -0.22776 0.13785 0.74637
O -1.67996 1.76579 -0.28214
O -2.34268 -1.62267 -0.23155
Cl -4.27167 0.17895 0.14346
H -0.39432 -0.56988 1.47394
H 0.45760 0.93227 1.09207
H 0.16610 -0.55924 0.04934
*
```

Record 13
This record from the OMol25 dataset describes C3H3ClS in the gas phase. The level of theory is ωB97M-V/def2-TZVPD.

Output
SMILES: C=C(Cl)C=S
ΔE to the lowest compared entry with this formula, charge and spin (kcal per mole): 41.0
HOMO (eV): -9.03
E (eV): -26514.18327

```
! wB97M-V def2-TZVPD RIJCOSX def2/J DEFGRID3
* xyz 0 1
C 0.47307 0.03978 -0.16181
C 0.29409 1.39963 0.00333
C -0.57905 -0.94424 -0.05342
H -0.81734 1.34879 -0.15982
H 1.14384 2.00998 0.09152
H -0.43562 -2.07191 0.43215
S -2.12737 -0.77327 -0.07839
Cl 2.04837 -1.00875 -0.07356
*
```

Record 14
This record from the OMol25 dataset describes C3H3ClS2 in the gas phase. The level of theory is ωB97M-V/def2-TZVPD.

Output
ΔE to the lowest compared entry with this formula, charge and spin (kcal per mole): 131.7
HOMO (alpha / beta) (eV): -8.29 / -8.29
E (eV): -37346.01731

```
! wB97M-V def2-TZVPD RIJCOSX def2/J DEFGRID3
* xyz 0 1
C -1.74013 -0.25374 0.59577
C 0.21391 0.31731 -1.35341
C 1.16078 0.17809 -0.28635
S -1.24934 0.71656 1.80544
S 0.77228 0.99538 1.31473
Cl 0.11271 -1.06861 -2.22658
H -2.72893 -0.60050 0.52822
H 1.37487 -0.98051 -0.08965
H 2.08384 0.69602 -0.28817
*
```

Record 15
This record from the OMol25 dataset describes C3H3ClS3 in the gas phase. The level of theory is ωB97M-V/def2-TZVPD.

Output
SMILES: S=C(S)C(=S)CCl
ΔE to the lowest compared entry with this formula, charge and spin (kcal per mole): 12.8
HOMO (eV): -9.15
E (eV): -48185.88230

```
! wB97M-V def2-TZVPD RIJCOSX def2/J DEFGRID3
* xyz 0 1
C 0.99080 -0.56990 0.29159
C -0.22704 -0.61888 -0.48500
C -1.08348 0.62341 -0.59016
H 1.63644 -0.24263 2.29241
H -1.98868 0.63706 -1.33412
H -1.56273 1.01523 0.32861
S 0.36282 -0.54803 1.99965
S 2.53334 -0.34257 -0.21635
S -0.63405 -2.05559 -1.09557
Cl -0.02743 2.10190 -1.19105
*
```

Record 16
This record from the OMol25 dataset describes a molecular structure, C3H3CrLiO4. The level of theory is ωB97M-V/def2-TZVPD.

Output
<S²>: 8.7517
ΔE to the lowest compared entry with this formula, charge and spin (kcal per mole): 20.5
HOMO (alpha / beta) (eV): -11.26 / -13.12
E (eV): -39967.46193

```
! wB97M-V def2-TZVPD RIJCOSX def2/J DEFGRID3
* xyz 1 6
H -2.79128 -1.43516 0.94881
C -2.68126 -0.76455 0.00164
C -1.23920 -0.95138 0.02097
O -0.53760 -0.11333 0.69174
C 0.90854 -0.23357 0.73852
O 1.38304 -1.34966 0.93540
O 1.49265 0.83248 0.56567
O -3.15588 0.46496 0.01957
Cr 3.26175 -0.32419 0.82819
H -3.02668 -1.46466 -0.80626
H -0.71926 -1.69177 -0.59973
Li -2.14976 1.93561 -0.00894
*
```

Record 17
This record from the OMol25 dataset describes a molecular structure, C3H3CrO2. The level of theory is ωB97M-V/def2-TZVPD.

Output
<S²>: 8.7670
ΔE to the lowest compared entry with this formula, charge and spin (kcal per mole): 15.9
HOMO (alpha / beta) (eV): -17.52 / -20.97
E (eV): -35652.02357

```
! wB97M-V def2-TZVPD RIJCOSX def2/J DEFGRID3
* xyz 2 6
C -2.39225 0.82079 0.38904
C -1.55086 1.72356 -0.42716
H -2.92553 0.91754 1.33268
H -1.10270 2.58926 0.08112
H -1.89466 1.98482 -1.43640
O -1.33067 -0.28718 0.32528
C -0.54947 0.43737 -0.41880
Cr 1.94645 0.57003 -1.95045
O 0.53613 0.13059 -0.86288
*
```

Record 18
This record from the OMol25 dataset describes 2 unconnected molecules or ions with the total composition C3H3F2I. The level of theory is ωB97M-V/def2-TZVPD.

Output
ΔE to the lowest compared entry with this formula, charge and spin (kcal per mole): 79.3
HOMO (alpha / beta) (eV): -8.95 / -8.94
E (eV): -16691.01950

```
! wB97M-V def2-TZVPD RIJCOSX def2/J DEFGRID3
* xyz 0 1
C -0.22426 -1.39905 0.69851
C -0.79689 -0.58369 -0.13318
C 0.61595 1.27667 -0.27733
F 1.54527 0.82950 -1.14457
F 0.00085 2.38229 -0.65472
I -2.67749 -0.36080 -0.91035
H -0.40700 -2.40799 0.97070
H 0.77235 -1.11563 0.81264
H 1.17122 1.37869 0.63830
*
```

Record 19
This record from the OMol25 dataset describes C3H3F2IO in the gas phase. The level of theory is ωB97M-V/def2-TZVPD.

Output
ΔE to the lowest compared entry with this formula, charge and spin (kcal per mole): 121.4
HOMO (eV): -7.75
E (eV): -18736.25215

```
! wB97M-V def2-TZVPD RIJCOSX def2/J DEFGRID3
* xyz 0 1
C -0.00637 -1.22471 1.11723
C -1.93641 1.87894 0.36967
C 1.37219 -0.89697 -0.86648
O 1.03889 -1.25337 0.56628
F -2.28951 2.17006 1.56297
F -0.68768 2.28674 0.29250
I -1.91775 -0.56550 0.13302
H 2.32616 -0.28933 -0.82651
H 0.49575 -0.25309 -1.12273
H 1.60472 -1.85278 -1.22596
*
```

Record 20
This record from the OMol25 dataset describes C3H3F2NO in the gas phase. The level of theory is ωB97M-V/def2-TZVPD.

Output
ΔE to the lowest compared entry with this formula, charge and spin (kcal per mole): 95.6
HOMO (alpha / beta) (eV): -8.83 / -9.54
E (eV): -12127.44033

```
! wB97M-V def2-TZVPD RIJCOSX def2/J DEFGRID3
* xyz 0 1
C -0.65062 0.39617 0.13235
C 0.65673 0.87188 0.71562
C -0.21241 -0.97423 -0.36693
N 1.16492 -0.67294 -0.76150
O 1.57156 0.27090 0.04291
F -0.32187 -1.91368 0.63798
F -0.72650 1.02993 -1.07209
H -1.59952 0.57634 0.62540
H 0.89960 1.75971 1.26617
H -0.78188 -1.34409 -1.21990
*
```